Entry 1:
The following is a DFT calculation (ωB97M-V with the def2-TZVPD basis set) of a cluster of 2 separate species, C4H12 in total in a non-equilibrium geometry.

Computed properties:
Net charge: 0
ΔE to the lowest compared entry with this formula, charge and spin: 106.39 kJ/mol
Gap between HOMO and LUMO: 12.245 eV
2S+1: 1
HOMO level: -11.14 eV
SMILES string: CC.CC
M: 60.140 g mol⁻¹

CARTESIAN COORDINATES (ANGSTROEM)
C1 2.934 -0.956 0.509
C2 -1.957 0.640 -0.978
C3 1.649 -0.306 0.086
C4 -2.646 0.429 0.352
H1 3.265 -1.897 0.372
H2 -3.182 -0.480 0.427
H3 1.498 0.703 0.509
H4 3.111 -0.813 1.542
H5 -1.251 1.563 -0.926
H6 -2.721 0.853 -1.765
H7 3.629 -0.396 -0.167
H8 -1.962 0.419 1.275
H9 0.726 -0.805 0.431
H10 1.538 -0.045 -0.915
H11 -3.357 1.300 0.611
H12 -1.275 -0.210 -1.362

***

Entry 2:
The following is a DFT calculation (ωB97M-V with the def2-TZVPD basis set) of a cluster of 2 separate species, C4H12 in total in a non-equilibrium geometry.

Computed properties:
Net charge: 0
ΔE to the lowest compared entry with this formula, charge and spin: 37.40 kJ/mol
Gap between HOMO and LUMO: 12.707 eV
2S+1: 1
HOMO level: -11.59 eV
SMILES string: CC.CC
M: 60.140 g mol⁻¹

CARTESIAN COORDINATES (ANGSTROEM)
C1 0.536 1.940 -0.390
C2 0.101 -2.382 -0.679
C3 -1.235 -2.228 0.046
C4 0.569 2.679 0.988
H1 -0.498 1.928 -0.722
H2 -0.069 -2.584 -1.735
H3 0.734 -1.502 -0.549
H4 1.527 3.190 1.090
H5 1.219 2.441 -1.069
H6 0.725 -3.174 -0.268
H7 -0.347 3.255 1.003
H8 -1.914 -3.013 -0.274
H9 0.847 0.894 -0.345
H10 -1.086 -2.213 1.128
H11 -1.722 -1.261 -0.089
H12 0.614 2.029 1.866

***

Entry 3:
The following is a DFT calculation (ωB97M-V with the def2-TZVPD basis set) of a cluster of 2 separate species, C4H12 in total in a non-equilibrium geometry.

Computed properties:
Net charge: 0
ΔE to the lowest compared entry with this formula, charge and spin: 80.59 kJ/mol
Gap between HOMO and LUMO: 12.296 eV
2S+1: 1
HOMO level: -11.20 eV
SMILES string: CC.CC
M: 60.140 g mol⁻¹

CARTESIAN COORDINATES (ANGSTROEM)
C1 -1.026 -2.133 -1.608
C2 -0.664 -2.066 -0.153
C3 0.135 1.752 0.921
C4 1.549 2.411 0.836
H1 -0.520 -3.028 0.409
H2 2.071 2.041 1.723
H3 0.328 0.645 0.883
H4 -1.850 -2.762 -1.835
H5 1.482 3.499 0.819
H6 -0.123 -2.275 -2.212
H7 -0.566 2.021 0.172
H8 -0.169 1.814 1.931
H9 -1.373 -1.444 0.398
H10 0.363 -1.555 -0.098
H11 -1.197 -1.075 -1.940
H12 1.904 2.324 -0.212

***

Entry 4:
The following is a DFT calculation (ωB97M-V with the def2-TZVPD basis set) of a cluster of 2 separate species, C4H12 in total in a non-equilibrium geometry.

Computed properties:
Net charge: 0
ΔE to the lowest compared entry with this formula, charge and spin: 105.75 kJ/mol
Gap between HOMO and LUMO: 12.677 eV
2S+1: 1
HOMO level: -11.60 eV
SMILES string: CC.CC
M: 60.140 g mol⁻¹

CARTESIAN COORDINATES (ANGSTROEM)
C1 -1.033 1.284 -1.316
C2 -0.609 2.497 -2.199
C3 1.252 -1.291 1.689
C4 0.348 -2.552 1.791
H1 -0.575 -2.223 2.393
H2 -1.390 3.264 -1.994
H3 0.994 -0.565 0.910
H4 0.452 2.965 -1.968
H5 1.407 -0.736 2.705
H6 2.242 -1.535 1.356
H7 0.949 -3.142 2.352
H8 -0.370 0.492 -1.218
H9 0.148 -2.883 0.817
H10 -1.963 0.847 -1.503
H11 -0.608 2.200 -3.342
H12 -1.035 1.688 -0.293

***

Entry 5:
The following is a DFT calculation (ωB97M-V with the def2-TZVPD basis set) of a cluster of 2 separate species, C4H12 in total in a non-equilibrium geometry.

Computed properties:
Net charge: 0
ΔE to the lowest compared entry with this formula, charge and spin: 48.12 kJ/mol
Gap between HOMO and LUMO: 12.630 eV
2S+1: 1
HOMO level: -11.53 eV
SMILES string: CC.CC
M: 60.140 g mol⁻¹

CARTESIAN COORDINATES (ANGSTROEM)
C1 1.561 -0.977 1.256
C2 -1.092 1.525 -0.412
C3 2.051 -1.823 0.098
C4 -2.504 1.257 -0.923
H1 3.087 -1.674 -0.141
H2 1.514 -1.515 -0.796
H3 -2.747 0.265 -0.537
H4 -2.726 1.167 -1.990
H5 0.482 -0.871 1.140
H6 1.761 -2.871 0.180
H7 -3.266 1.944 -0.566
H8 -0.575 2.254 -1.049
H9 -1.144 1.917 0.600
H10 1.919 -1.130 2.273
H11 1.811 0.095 1.160
H12 -0.435 0.659 -0.507

***

Entry 6:
The following is a DFT calculation (ωB97M-V with the def2-TZVPD basis set) of a cluster of 2 separate species, C4H12 in total.

Computed properties:
Net charge: 0
ΔE to the lowest compared entry with this formula, charge and spin: 22.15 kJ/mol
Gap between HOMO and LUMO: 12.926 eV
2S+1: 1
HOMO level: -11.85 eV
SMILES string: CC.CC
M: 60.140 g mol⁻¹

CARTESIAN COORDINATES (ANGSTROEM)
C1 2.433 1.127 -0.198
C2 -2.609 0.021 0.784
C3 2.200 0.238 -1.440
C4 -2.020 -1.390 0.867
H1 1.176 -0.141 -1.470
H2 -2.229 -2.009 -0.007
H3 -0.937 -1.367 1.005
H4 1.639 0.940 0.521
H5 3.411 0.921 0.250
H6 -2.617 0.341 -0.256
H7 2.451 2.207 -0.392
H8 -2.434 -1.960 1.703
H9 2.335 0.791 -2.379
H10 2.905 -0.588 -1.410
H11 -3.610 0.003 1.208
H12 -2.019 0.764 1.309

***

Entry 7:
The following is a DFT calculation (ωB97M-V with the def2-TZVPD basis set) of a cluster of 2 separate species, C4H12 in total in a non-equilibrium geometry.

Computed properties:
Net charge: 0
ΔE to the lowest compared entry with this formula, charge and spin: 49.26 kJ/mol
Gap between HOMO and LUMO: 12.526 eV
2S+1: 1
HOMO level: -11.45 eV
SMILES string: CC.CC
M: 60.140 g mol⁻¹

CARTESIAN COORDINATES (ANGSTROEM)
C1 -0.413 -0.289 1.471
C2 -0.541 -0.030 2.982
C3 0.394 0.372 -1.535
C4 0.553 -0.042 -3.024
H1 0.470 0.061 3.409
H2 1.398 0.385 -3.554
H3 -0.985 0.927 3.236
H4 0.263 0.458 1.075
H5 -0.506 0.978 -1.398
H6 -0.882 -0.904 3.531
H7 0.751 -1.116 -3.009
H8 -0.425 0.110 -3.470
H9 0.289 -0.507 -0.916
H10 -1.400 -0.108 1.042
H11 1.157 1.021 -1.120
H12 -0.122 -1.315 1.279

***

Entry 8:
The following is a DFT calculation (ωB97M-V with the def2-TZVPD basis set) of a cluster of 2 separate species, C4H12 in total in a non-equilibrium geometry.

Computed properties:
Net charge: 0
ΔE to the lowest compared entry with this formula, charge and spin: 77.74 kJ/mol
Gap between HOMO and LUMO: 12.140 eV
2S+1: 1
HOMO level: -11.05 eV
SMILES string: CC.CC
M: 60.140 g mol⁻¹

CARTESIAN COORDINATES (ANGSTROEM)
C1 -1.574 1.058 0.043
C2 2.146 -1.489 0.528
C3 1.635 -0.055 0.721
C4 -2.286 0.435 -1.179
H1 1.662 -2.176 1.225
H2 -2.536 -0.621 -1.180
H3 2.359 0.527 0.133
H4 -0.795 1.762 -0.239
H5 -2.245 1.608 0.695
H6 -3.211 0.976 -1.423
H7 -1.165 0.111 0.396
H8 1.652 0.309 1.744
H9 0.690 0.273 0.293
H10 -1.692 0.610 -2.085
H11 2.169 -1.734 -0.531
H12 3.189 -1.594 0.860

***

Entry 9:
The following is a DFT calculation (ωB97M-V with the def2-TZVPD basis set) of a cluster of 2 separate species, C4H12 in total in a non-equilibrium geometry.

Computed properties:
Net charge: 0
ΔE to the lowest compared entry with this formula, charge and spin: 126.32 kJ/mol
Gap between HOMO and LUMO: 11.944 eV
2S+1: 1
HOMO level: -10.81 eV
SMILES string: CC.CC
M: 60.140 g mol⁻¹

CARTESIAN COORDINATES (ANGSTROEM)
C1 -1.685 -0.133 -1.539
C2 -1.108 -1.437 -0.939
C3 0.891 0.956 0.662
C4 1.890 0.648 1.793
H1 1.444 0.684 -0.227
H2 -0.141 -1.725 -1.308
H3 2.682 -0.003 1.318
H4 2.251 1.546 2.222
H5 1.259 0.204 2.599
H6 0.647 1.965 0.473
H7 -1.173 0.807 -1.268
H8 -1.555 -0.476 -2.587
H9 -2.683 -0.138 -1.110
H10 0.054 0.283 0.789
H11 -1.840 -2.248 -0.974
H12 -0.876 -1.103 0.212

***

Entry 10:
The following is a DFT calculation (ωB97M-V with the def2-TZVPD basis set) of a cluster of 2 separate species, C4H12 in total in a non-equilibrium geometry.

Computed properties:
Net charge: 0
ΔE to the lowest compared entry with this formula, charge and spin: 20.46 kJ/mol
Gap between HOMO and LUMO: 12.772 eV
2S+1: 1
HOMO level: -11.61 eV
SMILES string: CC.CC
M: 60.140 g mol⁻¹

CARTESIAN COORDINATES (ANGSTROEM)
C1 2.166 -0.896 0.663
C2 -2.463 0.742 -0.903
C3 1.828 0.587 0.797
C4 -1.566 -0.440 -0.574
H1 1.271 -1.518 0.711
H2 -2.694 0.891 -1.949
H3 -1.124 -0.378 0.418
H4 -1.965 -1.448 -0.691
H5 2.741 -1.148 -0.227
H6 -0.718 -0.457 -1.273
H7 -1.916 1.642 -0.598
H8 -3.313 0.736 -0.220
H9 2.809 -1.180 1.500
H10 1.668 0.861 1.840
H11 2.730 1.155 0.535
H12 1.018 0.952 0.173

***

Entry 11:
The following is a DFT calculation (ωB97M-V with the def2-TZVPD basis set) of a cluster of 2 separate species, C4H12 in total in a non-equilibrium geometry.

Computed properties:
Net charge: 0
ΔE to the lowest compared entry with this formula, charge and spin: 200.82 kJ/mol
Gap between HOMO and LUMO: 11.864 eV
2S+1: 1
HOMO level: -10.72 eV
SMILES string: CC.CC
M: 60.140 g mol⁻¹

CARTESIAN COORDINATES (ANGSTROEM)
C1 -0.726 -0.412 -2.102
C2 0.616 0.924 1.595
C3 1.627 -0.335 1.394
C4 -1.585 -0.417 -0.890
H1 0.737 1.862 1.029
H2 0.722 1.687 2.547
H3 -1.302 -1.404 -0.381
H4 -1.494 0.578 -0.404
H5 2.417 -0.525 2.162
H6 0.960 -1.182 1.123
H7 2.145 -0.046 0.528
H8 -0.575 0.611 -2.623
H9 -0.965 -1.141 -2.846
H10 -0.371 0.652 1.826
H11 0.446 -0.336 -1.801
H12 -2.651 -0.515 -1.157

***

Entry 12:
The following is a DFT calculation (ωB97M-V with the def2-TZVPD basis set) of a cluster of 2 separate species, C4H12 in total in a non-equilibrium geometry.

Computed properties:
Net charge: +1
ΔE to the lowest compared entry with this formula, charge and spin: 96.19 kJ/mol
Gap between HOMO and LUMO (alpha / beta): 14.078 / 4.785 eV
2S+1: 2
⟨S²⟩: 0.7541
HOMO level (alpha / beta): -16.98 / -16.18 eV
M: 60.140 g mol⁻¹

CARTESIAN COORDINATES (ANGSTROEM)
C1 0.976 0.169 -1.449
C2 2.016 1.211 -1.056
C3 -0.895 -1.015 1.218
C4 -2.168 -0.296 1.363
H1 1.488 -0.468 -2.225
H2 2.009 2.013 -1.781
H3 0.025 -0.593 1.720
H4 2.945 0.593 -1.096
H5 -2.506 -0.175 2.352
H6 -0.896 -1.974 1.622
H7 -0.603 -1.263 0.213
H8 0.135 0.562 -2.059
H9 -2.939 -0.854 0.936
H10 0.622 -0.394 -0.520
H11 1.826 1.828 -0.107
H12 -2.036 0.655 0.872